Here is the molecule BrClFHSi from OMol25. Energies are from wB97M-V/def2-TZVPD.

Its HOMO-LUMO gap is 11.21 eV. Its relative energy (zero: lowest compared OMol25 entry of this formula, charge and spin) is 17.7 kcal per mole. As for the SMILES: F[Si@@H](Cl)Br. Its highest occupied orbital energy is -11.2 eV. Its total charge is 0. As for the total energy: -93179.719 eV.

Cartesian coordinates (Å):
1 Br 0.66701 1.92668 -0.39322
2 Si 0.02491 -0.09684 -0.16896
3 H -1.13539 -0.14720 -1.05643
4 F 1.18431 -1.16232 -0.46006
5 Cl -0.74084 -0.52032 2.07867